DFT (wB97M-V/def2-TZVPD) results for a 8-piece molecular cluster, C47H98BBr2F3N5O13S overall in a non-equilibrium geometry.

Summary:
DFT total energy = -8971.0358 hartree
Total charge = +1
LUMO energy = -3.3873 eV

Structure (XYZ):
```
170
Properties=species:S:1:pos:R:3:forces:R:3
C 2.640423 3.075887 4.416277 -1.57 -2.02 -2.96
C 1.893532 2.371328 3.297448 2.19 2.24 2.62
C 0.869756 3.277067 2.423694 1.38 0.20 0.77
C 0.379334 2.761759 0.960360 0.08 2.21 -0.75
C -0.216892 4.191268 0.303659 -0.06 0.79 -1.01
N -0.847978 5.141445 1.249056 0.77 0.17 -0.83
C -0.174540 6.439971 1.475422 0.07 1.12 1.52
C 1.606403 2.388245 -0.066449 -1.39 -1.24 0.30
B 3.061812 3.089813 0.131948 2.05 2.14 1.42
O 3.195205 4.572170 0.369150 -0.93 -2.67 1.08
N 4.431406 2.366795 0.087700 -1.04 1.30 -0.42
C 5.025426 2.855363 -1.248212 -0.32 0.18 -0.71
C 5.303396 2.769295 1.255207 1.25 0.75 0.10
C 1.780779 0.777914 0.058474 2.93 1.42 -1.20
N 0.626900 -0.021370 -0.584126 1.09 1.59 -0.84
C 0.939102 -1.435870 -0.358346 1.27 -4.53 -1.75
C 0.989661 -2.189029 1.039475 -1.17 -1.33 1.38
C 2.358738 -2.259825 1.913704 0.22 -0.16 1.12
F 2.502542 -1.261079 2.994400 -0.35 -1.71 -3.11
Br 2.204255 -4.022583 2.952971 -0.06 1.49 -0.62
C 3.768542 -2.409125 1.117576 2.60 0.25 1.65
F 4.791207 -2.848828 2.139846 -2.93 1.86 -3.48
F 4.312132 -1.170108 0.518207 -1.95 -3.72 1.72
Br 3.637853 -3.959500 -0.179724 0.31 1.92 0.88
C -0.754346 0.613857 -0.406906 -0.95 2.97 -0.95
C -1.160121 1.556463 -1.768744 -2.84 3.54 -4.01
C -2.658672 2.303983 -1.901064 0.95 0.46 -1.50
C -3.150489 3.185438 -3.192735 5.03 -1.66 -0.76
C -2.036191 3.354445 -4.420613 0.15 -2.98 5.22
C -0.617305 2.524843 -4.099701 -2.48 0.95 0.28
N -0.276001 1.738327 -2.947515 -2.99 1.03 0.93
S -2.091838 -0.658612 -0.582960 -7.01 -6.09 -0.20
C -1.977880 -1.210232 -2.421489 1.06 0.40 -1.72
O -2.034455 -1.968947 0.214306 2.26 3.60 -1.44
O -3.567606 -0.267124 -0.455375 4.50 1.24 -0.38
C -0.819187 1.564683 0.994165 1.35 -0.54 1.66
C -0.738836 0.593402 2.302333 0.82 -2.19 0.52
C -1.233656 1.105085 3.762867 -2.01 -0.14 1.24
O -0.320174 0.751381 4.896793 -1.37 -0.74 -2.42
C -0.312390 -0.695844 5.142080 0.27 -1.35 2.35
C -0.290186 -0.871467 6.805588 0.55 1.59 -0.22
O -2.003090 2.379229 1.121826 2.52 1.77 -1.96
N -3.130920 1.871480 1.513186 -4.60 0.02 1.23
O -4.027750 2.708451 1.512783 2.92 -2.13 -0.15
H 3.242693 4.053363 4.141041 -2.23 -1.43 1.17
H 2.635250 2.581676 5.491817 1.04 0.78 -2.66
H 2.166317 1.248843 3.142128 -1.67 1.87 0.85
H 1.430425 4.324448 2.277578 -1.31 -2.22 0.13
H -0.014677 3.571493 3.172235 1.89 -0.99 -1.95
H 0.672418 4.809962 -0.207647 -1.62 -1.70 1.36
H -0.961976 4.020292 -0.578688 1.34 -0.28 1.55
H -1.423474 4.760232 2.007498 0.55 0.44 -0.73
H 0.255526 6.932687 0.505386 -1.03 -1.14 1.71
H -0.962533 7.184680 1.970348 1.72 -1.52 -1.23
H 0.720196 6.384938 2.262835 -1.55 0.10 -1.56
H 1.255195 2.775511 -1.140295 0.64 -1.33 1.96
H 3.349969 4.756344 1.341460 -0.09 -0.27 -1.72
H 5.868219 2.155209 -1.661092 -1.66 1.19 0.95
H 5.436603 3.952121 -1.190500 -0.77 -1.98 0.04
H 4.133256 2.872344 -2.035467 1.90 -0.10 1.39
H 5.597168 3.917505 1.154945 -0.55 -2.21 0.35
H 4.805596 2.599205 2.310707 0.85 0.14 -2.29
H 6.314231 2.171680 1.185808 -2.05 1.06 0.27
H 2.057220 0.416996 1.132457 -1.03 0.69 -1.96
H 2.731667 0.492389 -0.608630 -2.08 0.46 1.56
H 0.883244 0.054050 -1.622342 -0.98 0.52 1.26
H 0.289602 -2.102139 -1.112858 1.11 1.60 2.00
H 2.031888 -1.587218 -0.837888 -2.37 0.60 1.09
H 0.117003 -1.964729 1.823923 1.98 -0.21 -1.94
H 0.772110 -3.343307 0.783613 0.61 2.80 0.37
H -3.476844 2.245550 -1.037475 2.18 -0.08 -2.07
H -4.208202 3.691093 -3.276502 2.35 -1.26 0.48
H -2.223134 3.975112 -5.396746 0.51 -1.44 2.15
H 0.181287 2.639180 -4.983923 -1.64 -0.48 2.43
H -2.695726 -0.566147 -3.109480 1.46 -1.18 1.87
H -2.230476 -2.347528 -2.555129 0.47 2.19 0.88
H -0.879932 -1.032208 -2.840115 -2.24 -0.39 0.89
H 0.375019 0.193206 2.469539 -2.37 1.17 -0.49
H -1.359191 -0.415919 2.142219 1.18 2.33 -0.11
H -2.242407 0.528288 4.054051 2.06 1.22 -1.06
H -1.582307 2.246053 3.809671 1.42 -2.43 0.01
H -1.254492 -1.277299 4.766402 1.59 1.38 0.29
H 0.657219 -1.231697 4.765300 -1.75 1.26 0.26
H 0.224707 0.131967 7.196219 -1.02 -2.17 -0.81
H -1.365228 -0.877770 7.275012 2.18 -0.36 -1.01
H 0.402174 -1.745353 7.160252 -1.63 1.47 -0.77
C 5.796953 -3.192119 4.751590 -0.01 0.21 0.08
C 5.981775 -4.069536 5.979491 0.00 -0.27 -0.59
C 6.974153 -5.190653 5.715195 0.25 -0.12 0.25
O 4.725504 -4.629220 6.353335 -0.28 -0.06 0.10
H 5.403792 -3.773467 3.910054 0.24 -0.08 0.32
H 5.070983 -2.397080 4.952554 0.12 -0.07 0.02
H 6.743289 -2.733834 4.447808 -0.10 -0.04 -0.03
H 6.331400 -3.458866 6.819018 -0.24 -0.16 0.01
H 6.622722 -5.842894 4.907745 0.01 0.16 -0.04
H 7.087805 -5.821276 6.603464 0.01 0.16 -0.10
H 7.955813 -4.792358 5.440295 -0.09 -0.09 0.00
H 4.407391 -5.173194 5.613687 0.22 0.25 0.31
C 2.049934 4.717397 -8.468746 -0.26 -0.08 -0.25
C 1.677364 5.085265 -7.041291 0.70 0.17 -0.36
C 2.572392 6.189667 -6.502039 -0.12 0.25 0.25
O 1.795993 3.933326 -6.210517 -0.07 -0.45 0.38
H 3.079829 4.346979 -8.521938 -0.03 0.17 0.06
H 1.405641 3.913046 -8.839435 0.03 0.15 0.05
H 1.953694 5.579239 -9.136450 0.07 -0.10 0.04
H 0.631423 5.408828 -7.005600 0.08 -0.21 0.14
H 3.620893 5.871439 -6.485525 -0.09 0.00 -0.16
H 2.300866 6.435422 -5.469807 -0.04 0.00 -0.16
H 2.491867 7.095686 -7.110734 0.06 -0.11 0.06
H 2.721684 3.639004 -6.236130 -0.40 0.18 -0.05
C -1.979743 -6.429244 -4.788367 -0.14 -0.21 0.26
C -2.312540 -4.950595 -4.909221 0.31 -0.41 -0.55
C -2.252542 -4.485472 -6.355468 -0.16 0.26 -0.15
O -1.389179 -4.193636 -4.130993 0.31 0.39 0.37
H -0.964360 -6.632984 -5.146434 -0.10 0.07 -0.12
H -2.014795 -6.747147 -3.740887 -0.08 0.05 -0.15
H -2.682262 -7.040300 -5.363640 0.12 0.05 0.07
H -3.312975 -4.764134 -4.503855 0.24 0.12 0.09
H -1.246766 -4.620330 -6.769141 -0.04 -0.17 0.08
H -2.482058 -3.416829 -6.425817 -0.10 -0.17 0.04
H -2.963218 -5.038213 -6.977788 0.11 0.10 0.07
H -0.497981 -4.353090 -4.483874 -0.44 0.00 0.09
C -0.520295 9.099131 -10.973348 -0.26 -0.23 -0.16
C 0.528475 8.637681 -9.973894 0.04 0.73 -0.24
C 0.706758 9.647746 -8.851595 0.04 -0.07 0.35
O 1.771977 8.453508 -10.645462 0.21 -0.13 -0.04
H -0.226625 10.045746 -11.440682 -0.01 -0.02 0.18
H -0.629151 8.368367 -11.781829 0.00 0.06 0.17
H -1.493053 9.234872 -10.490465 0.09 0.03 -0.09
H 0.235980 7.669029 -9.554228 0.21 0.01 -0.14
H 1.043930 10.613894 -9.243729 -0.15 -0.08 -0.05
H 1.473264 9.308385 -8.146665 -0.14 0.00 -0.07
H -0.229179 9.799987 -8.305052 0.11 0.04 -0.04
H 2.039497 9.308695 -11.021325 -0.14 -0.37 0.17
C -5.279743 -4.991490 -8.857268 -0.17 -0.23 0.21
C -5.612540 -3.512841 -8.978122 0.46 -0.25 -0.43
C -5.552542 -3.047718 -10.424370 -0.23 0.23 -0.16
O -4.689179 -2.755882 -8.199895 0.18 0.19 0.25
H -4.264360 -5.195230 -9.215336 -0.09 0.07 -0.13
H -5.314795 -5.309393 -7.809788 -0.10 0.05 -0.13
H -5.982262 -5.602546 -9.432541 0.12 0.03 0.07
H -6.612975 -3.326381 -8.572756 0.24 0.11 0.10
H -4.546766 -3.182576 -10.838043 -0.07 -0.14 0.06
H -5.782058 -1.979076 -10.494718 -0.04 -0.18 0.04
H -6.263218 -3.600459 -11.046690 0.11 0.07 0.03
H -3.797981 -2.915336 -8.552776 -0.43 0.04 0.09
C -5.146459 -2.962740 7.771100 -0.13 0.09 -0.34
C -3.696621 -3.297004 8.084151 -0.49 -0.07 0.62
C -3.594307 -4.365159 9.161252 0.22 -0.21 -0.11
O -3.024362 -2.119003 8.521876 0.17 0.35 0.03
H -5.658574 -2.571343 8.657255 0.08 -0.16 0.01
H -5.204598 -2.183978 7.003210 0.03 -0.14 0.05
H -5.687403 -3.845590 7.416395 0.02 0.11 0.06
H -3.193793 -3.642442 7.174317 0.09 0.22 0.12
H -4.051448 -4.023475 10.096758 -0.10 0.00 -0.13
H -2.545280 -4.586674 9.385074 -0.19 -0.04 -0.12
H -4.088699 -5.290090 8.848293 0.12 0.10 0.14
H -3.464160 -1.805153 9.329502 0.17 -0.19 -0.35
C -0.715799 -8.146270 11.046389 0.31 0.05 -0.20
C -1.735099 -7.074184 11.397703 -0.12 -0.67 0.24
C -2.236430 -7.232400 12.824309 -0.08 0.27 0.23
O -2.837176 -7.157470 10.497864 -0.21 0.00 -0.20
H -1.157803 -9.146281 11.119431 -0.01 0.10 0.14
H -0.372998 -8.027380 10.013017 -0.02 0.06 0.16
H 0.152331 -8.098588 11.711174 -0.09 -0.06 -0.08
H -1.284776 -6.083340 11.273612 -0.21 -0.08 -0.14
H -2.732361 -8.200091 12.960409 0.16 0.00 -0.06
H -2.978411 -6.461716 13.059116 0.16 -0.06 -0.04
H -1.413939 -7.157331 13.542457 -0.12 -0.04 -0.04
H -3.243241 -8.034182 10.601168 0.22 0.38 0.00
```
Forces are in eV/Å.